{"formula": "C31H34BCaN8O", "method": "ωB97M-V/def2-TZVPD", "species": ["Ca", "C", "C", "C", "C", "C", "C", "C", "C", "C", "C", "H", "H", "H", "H", "H", "H", "H", "H", "H", "H", "H", "H", "H", "H", "C", "C", "N", "N", "C", "B", "N", "C", "C", "C", "N", "N", "C", "C", "C", "N", "N", "C", "C", "C", "N", "H", "H", "H", "H", "H", "H", "H", "H", "H", "H", "H", "H", "C", "C", "C", "C", "C", "C", "C", "C", "H", "H", "H", "H", "H", "C", "O", "H", "H", "H"], "xyz": [[-0.067, 0.535, 0.104], [4.119, -0.071, 0.528], [3.896, 0.940, 1.658], [4.069, 0.272, 3.017], [2.582, 1.691, 1.506], [1.546, 1.648, 2.441], [0.413, 2.448, 2.308], [0.266, 3.326, 1.232], [-0.929, 4.228, 1.121], [1.281, 3.333, 0.275], [2.413, 2.538, 0.412], [5.139, -0.458, 0.569], [3.969, 0.378, -0.455], [3.435, -0.914, 0.623], [4.673, 1.707, 1.567], [3.361, -0.549, 3.146], [3.938, 0.979, 3.838], [5.070, -0.152, 3.092], [1.627, 1.002, 3.306], [-0.374, 2.387, 3.050], [-0.987, 4.891, 1.987], [-1.845, 3.636, 1.085], [-0.873, 4.845, 0.225], [1.196, 3.998, -0.578], [3.196, 2.596, -0.334], [-2.601, -2.618, -2.121], [-2.451, -1.408, -1.432], [-1.168, -1.138, -1.237], [-0.466, -2.148, -1.795], [-1.314, -3.057, -2.325], [1.070, -2.296, -1.654], [1.424, -2.516, -0.155], [2.000, -3.533, 0.513], [1.952, -3.249, 1.862], [1.303, -2.015, 1.932], [1.003, -1.570, 0.719], [1.802, -1.009, -2.164], [2.940, -0.957, -2.882], [3.222, 0.361, -3.165], [2.184, 1.067, -2.553], [1.342, 0.243, -1.938], [1.495, -3.449, -2.563], [1.444, -3.417, -3.919], [1.605, -4.697, -4.383], [1.733, -5.469, -3.213], [1.655, -4.721, -2.128], [-3.513, -3.102, -2.423], [-3.197, -0.723, -1.060], [-0.948, -3.951, -2.799], [2.367, -4.392, -0.018], [2.314, -3.859, 2.671], [1.039, -1.429, 2.799], [3.466, -1.856, -3.151], [4.049, 0.748, -3.733], [2.008, 2.131, -2.530], [1.282, -2.494, -4.451], [1.626, -5.026, -5.407], [1.881, -6.533, -3.118], [-2.278, 1.066, 1.032], [-3.509, 1.406, 1.196], [-4.632, 2.212, 0.967], [-5.560, 1.914, -0.058], [-6.667, 2.710, -0.271], [-6.904, 3.828, 0.525], [-6.008, 4.136, 1.546], [-4.897, 3.347, 1.770], [-5.384, 1.047, -0.682], [-7.356, 2.461, -1.069], [-7.774, 4.447, 0.355], [-6.183, 5.001, 2.173], [-4.207, 3.586, 2.569], [-2.503, -0.903, 2.445], [-1.656, -0.025, 1.719], [-1.873, -1.676, 2.883], [-3.236, -1.355, 1.772], [-3.033, -0.351, 3.223]], "e_above_lowest_kj_mol": 28.1, "homo_energy_ev": [-5.66, -7.99], "multiplicity": 2, "homo_lumo_gap_ha": [0.2259, 0.3070], "e_lumo_ev": [0.49, 0.36], "s_squared": 0.78, "energy_ha": -2417.5469, "molar_mass_g_mol": 585.56}